A molecular structure, C61H53AuN3O4PS3Se, computed with ωB97M-V/def2-TZVPD.

Computed properties:
**Maximum force**: 0.8 eV/Å
**Frontier orbital gap**: 0.2045 hartree
**Molar mass**: 1295.2 g mol⁻¹
**LUMO level**: -1.3 eV
**Calculated total energy**: -187609.141 eV
**Energy above the lowest of the compared OMol25 structures with the same formula, charge and spin**: 0.0 kJ/mol

The geometry in XYZ format:
```
127
Properties=species:S:1:pos:R:3:lowdin_charge:R:1
Au -0.147 0.792 -0.221 1.320
C 2.502 -4.748 -0.207 0.024
C 2.768 -3.568 -1.122 -0.551
C 3.942 -3.777 -2.059 0.023
O 3.016 -2.390 -0.342 0.006
C 1.988 -1.457 -0.565 -0.201
C 1.275 -1.937 -1.818 -0.164
O 1.588 -3.314 -1.872 0.002
C -0.271 -1.671 -1.857 -0.354
O -0.738 -0.995 -0.704 -0.338
C -0.599 -0.893 -3.131 -0.164
C -1.546 0.120 -3.127 -0.042
C -1.831 0.841 -4.280 -0.077
C -1.186 0.536 -5.467 -0.096
C -0.272 -0.511 -5.495 -0.075
C 0.015 -1.218 -4.340 -0.038
C -1.056 -2.981 -1.780 -0.129
C -1.903 -3.418 -2.784 -0.014
C -2.638 -4.590 -2.625 -0.073
C -2.541 -5.317 -1.453 -0.093
C -1.713 -4.866 -0.430 -0.071
C -0.975 -3.711 -0.595 -0.035
C 2.525 -0.032 -0.787 -0.383
O 1.454 0.722 -1.345 -0.270
C 2.998 0.660 0.495 -0.148
C 2.618 0.231 1.764 -0.028
C 2.938 0.978 2.893 -0.077
C 3.640 2.167 2.772 -0.082
C 4.036 2.595 1.511 -0.081
C 3.724 1.843 0.390 -0.044
C 3.627 -0.031 -1.835 -0.147
C 3.357 0.312 -3.155 -0.042
C 4.362 0.270 -4.114 -0.082
C 5.650 -0.101 -3.762 -0.088
C 5.926 -0.439 -2.443 -0.072
C 4.921 -0.409 -1.491 -0.027
H 3.434 -5.151 0.186 0.087
H 1.984 -5.527 -0.766 0.096
H 1.871 -4.438 0.624 0.090
H 4.868 -3.861 -1.492 0.093
H 4.025 -2.935 -2.747 0.083
H 3.794 -4.692 -2.633 0.093
H 1.283 -1.464 0.272 0.126
H 1.714 -1.439 -2.683 0.119
H -2.100 0.314 -2.215 0.061
H -2.576 1.627 -4.252 0.101
H -1.410 1.089 -6.370 0.098
H 0.216 -0.780 -6.423 0.102
H 0.718 -2.042 -4.380 0.130
H -2.010 -2.854 -3.700 0.110
H -3.298 -4.917 -3.417 0.099
H -3.126 -6.218 -1.319 0.098
H -1.669 -5.400 0.512 0.109
H -0.383 -3.335 0.228 0.085
H 2.078 -0.696 1.899 0.114
H 2.639 0.620 3.870 0.109
H 3.892 2.744 3.651 0.102
H 4.600 3.513 1.402 0.102
H 4.032 2.188 -0.590 0.111
H 2.351 0.596 -3.433 0.106
H 4.132 0.523 -5.142 0.103
H 6.432 -0.136 -4.508 0.100
H 6.926 -0.738 -2.157 0.104
H 5.141 -0.686 -0.468 0.129
N 0.400 2.700 0.353 -0.384
S 0.304 3.766 -0.847 1.095
C 1.870 3.976 -1.646 -0.407
C 2.937 4.590 -1.000 -0.099
C 4.158 4.654 -1.648 -0.070
C 4.303 4.099 -2.915 -0.049
C 3.232 3.483 -3.543 -0.063
C 2.001 3.417 -2.907 -0.076
C 0.065 5.342 -0.040 -0.382
C 0.324 6.529 -0.713 -0.079
C 0.025 7.728 -0.087 -0.065
C -0.522 7.736 1.190 -0.068
C -0.780 6.542 1.845 -0.056
C -0.495 5.332 1.228 -0.064
H 1.271 2.759 0.878 0.040
H 2.817 5.008 -0.009 0.121
H 5.001 5.126 -1.162 0.113
H 5.263 4.141 -3.412 0.113
H 3.357 3.035 -4.519 0.109
H 1.164 2.910 -3.369 0.115
H 0.751 6.524 -1.707 0.116
H 0.226 8.660 -0.598 0.110
H -0.747 8.676 1.674 0.108
H -1.209 6.542 2.838 0.110
H -0.686 4.394 1.732 0.090
Se -3.331 1.639 0.125 1.115
N -1.844 1.082 0.944 -0.382
C -1.775 1.694 2.135 -0.410
C -0.736 1.531 3.096 -0.085
C -0.825 2.228 4.257 -0.059
C -1.926 3.101 4.540 -0.078
C -2.934 3.273 3.650 -0.029
C -2.866 2.576 2.405 -0.391
N -3.750 2.719 1.415 -0.212
H 0.064 0.837 2.899 0.061
H -0.060 2.100 5.011 0.108
H -1.955 3.611 5.494 0.104
H -3.785 3.908 3.850 0.117
S -3.924 -1.412 0.298 0.188
P -3.235 -2.060 2.061 0.073
S -1.343 -1.748 2.603 0.230
C -4.347 -1.396 3.363 -0.372
C -5.651 -1.873 3.471 -0.088
C -6.520 -1.342 4.410 -0.085
C -6.097 -0.323 5.254 -0.098
C -4.798 0.153 5.155 -0.091
C -3.927 -0.386 4.219 -0.112
C -3.598 -3.851 2.192 -0.402
C -4.325 -4.526 1.223 -0.142
C -4.586 -5.885 1.364 -0.098
C -4.119 -6.572 2.471 -0.094
C -3.384 -5.901 3.442 -0.088
C -3.123 -4.550 3.301 -0.106
H -5.990 -2.659 2.809 0.105
H -7.530 -1.724 4.484 0.100
H -6.773 0.089 5.991 0.096
H -4.455 0.935 5.822 0.095
H -2.894 -0.061 4.171 0.058
H -4.675 -3.980 0.357 0.060
H -5.155 -6.404 0.603 0.101
H -4.320 -7.631 2.579 0.098
H -3.013 -6.435 4.307 0.099
H -2.537 -4.025 4.046 0.085
```